No. 1
A single C14H7NO3S molecule in a non-equilibrium geometry, computed with ωB97M-V/def2-TZVPD.

Results
Energy: -33097.7526 eV
Orbital gap: 0.3182 Ha
Spin multiplicity: 1
LUMO energy: -1.70 eV
Maximum force: 4.44 eV/A
HOMO: -10.4 eV
SMILES: N#Cc1ccc2c(c1)S(=O)(=O)c1ccccc1C2=O

Positions of all 26 atoms, in Å:
N: 4.58941 4.08659 -0.46639
O: -0.80150 -0.24693 2.62306
O: -0.24807 0.52866 -2.76788
O: 1.39556 -1.22566 -2.11085
C: 3.68517 3.37261 -0.17969
C: -0.47186 -0.24769 1.43420
C: -3.06715 -2.73895 0.21416
C: -2.94383 -2.64956 -1.16062
C: 2.16756 2.46627 1.52251
C: -2.22132 -1.95163 1.04751
C: 1.17979 1.57107 1.89947
C: -1.93777 -1.82989 -1.71240
C: 2.01775 1.66373 -0.72575
C: 2.60736 2.50296 0.18461
C: -1.21445 -1.13886 0.53725
C: 0.58513 0.68087 0.97886
C: -1.06564 -1.14210 -0.85510
C: 1.02535 0.74196 -0.38028
S: 0.31453 -0.30131 -1.66650
H: -3.85571 -3.37080 0.65931
H: -3.56515 -3.19555 -1.85416
H: 2.68808 3.09256 2.24166
H: -2.39553 -2.08287 2.13071
H: 0.89035 1.54391 2.93181
H: -1.76058 -1.79889 -2.78502
H: 2.40252 1.66950 -1.74047

=====

No. 2
A single C7H12O molecule in a non-equilibrium geometry, computed with ωB97M-V/def2-TZVPD.

Results
Energy: -9492.0275 eV
Orbital gap: 0.3350 Ha
Spin multiplicity: 1
Energy relative to the best compared isomer or geometry (same formula, charge and spin): 8.791 eV
LUMO energy: 1.02 eV
Maximum force: 5.87 eV/A
HOMO: -8.1 eV
SMILES: C1C[C@@H]2CC[C@H](C1)O2

Positions of all 20 atoms, in Å:
C: 1.90802 -0.03764 0.18707
C: 1.18068 -1.48209 -0.23999
C: -0.27726 -1.01012 -0.22613
C: -1.91963 -0.90007 -0.03580
C: -2.07578 0.73321 0.10032
C: -0.37239 1.15206 -0.11112
C: 1.10571 1.59770 -0.25528
H: 2.02296 -0.07127 1.35417
H: 2.94926 -0.07218 -0.31299
H: 1.68783 -1.75103 -1.20948
H: 1.48937 -2.20180 0.63365
H: -0.29187 -0.78831 0.82174
H: -2.65258 -1.26941 -0.89386
H: -2.22835 -1.34487 0.87451
H: -2.63698 1.14553 -0.84555
H: -2.37298 1.11747 0.99483
H: -0.11502 0.93840 0.94232
H: 1.54846 2.23221 0.56521
H: 1.29358 1.90155 -1.21703
O: -0.24303 0.11065 -1.12658

=====

No. 3
A molecular structure, C23H23N9O2PrS in a non-equilibrium geometry, computed with ωB97M-V/def2-TZVPD.

Results
Energy: -66632.1163 eV
<S²>: 2.002
Orbital gap (alpha / beta): 0.2588 / 0.2587 Ha
Spin multiplicity: 3
Energy relative to the best compared isomer or geometry (same formula, charge and spin): 0.000 eV
Net charge: +1
LUMO energy (alpha / beta): -3.63 / -3.63 eV
Maximum force: 1.41 eV/A
HOMO (alpha / beta): -10.7 / -10.7 eV

Positions of all 59 atoms, in Å:
Pr: 0.30207 -0.25157 0.32214
C: -0.13169 3.64554 -2.78663
C: -0.32061 2.46724 -1.88766
N: 0.51831 2.14299 -0.96866
N: 1.52042 3.04561 -0.73231
C: 2.50622 2.77080 0.15049
N: 3.23557 3.81815 0.53246
S: 2.87972 1.22043 0.67671
C: -1.55672 1.65526 -1.94636
C: -2.64744 2.03284 -2.71433
C: -3.83621 1.32478 -2.59710
C: -3.89115 0.24578 -1.73660
C: -2.74476 -0.09432 -1.03149
N: -1.60892 0.59334 -1.12296
H: 0.92640 3.78169 -3.00876
H: -0.50024 4.55469 -2.30435
H: -0.66369 3.51539 -3.72464
H: 1.22374 4.01731 -0.78799
H: 2.94442 4.76549 0.34505
H: 3.97328 3.66864 1.19836
H: -2.59597 2.88859 -3.37013
H: -4.70477 1.62747 -3.16575
H: -4.79974 -0.32284 -1.60134
H: -2.72180 -0.94545 -0.36426
O: -0.97423 -1.97973 0.56021
C: -1.03075 -2.70784 1.66823
C: -2.26838 -2.97962 2.27308
C: -2.36629 -3.76806 3.39749
C: -1.22483 -4.33305 3.96076
C: 0.00006 -4.09169 3.38210
C: 0.12714 -3.28687 2.24251
C: 1.44503 -3.06860 1.65524
N: 1.84382 -2.02173 0.92888
C: 3.17032 -2.24661 0.60644
C: 3.57026 -3.42988 1.13067
N: 2.47265 -3.93710 1.78104
H: -3.15117 -2.53664 1.82865
H: -3.33397 -3.95101 3.84559
H: -1.29294 -4.95256 4.84389
H: 0.88859 -4.50907 3.84195
H: 3.75782 -1.52841 0.05912
H: 4.51210 -3.94666 1.08669
H: 2.44239 -4.80343 2.29089
C: 2.31180 -0.56923 -2.83500
C: 1.51451 -1.84007 -2.62264
O: 0.37147 -1.51963 -1.80062
H: 3.19281 -0.77340 -3.44090
H: 2.64199 -0.16029 -1.87665
H: 1.69659 0.17723 -3.33932
H: 2.12236 -2.60475 -2.13432
H: 1.16517 -2.23022 -3.58008
H: -0.03966 -2.33745 -1.48399
N: -0.51972 1.08395 2.00765
C: -1.01985 2.14204 2.00464
C: -1.56195 3.41022 2.06151
C: -0.92325 4.42973 1.33893
N: -0.38667 5.25552 0.73431
C: -2.74527 3.64131 2.80516
N: -3.71439 3.80573 3.40398

=====

No. 4
A molecular structure, C13H22EuFI2OP2 in a non-equilibrium geometry, computed with ωB97M-V/def2-TZVPD.

Results
Energy: -72692.7117 eV
<S²>: 12.077
Orbital gap (alpha / beta): 0.1510 / 0.1540 Ha
Spin multiplicity: 7
Energy relative to the best compared isomer or geometry (same formula, charge and spin): 0.000 eV
Net charge: +2
LUMO energy (alpha / beta): -10.85 / -10.87 eV
Maximum force: 4.58 eV/A
HOMO (alpha / beta): -15.0 / -15.1 eV

Positions of all 42 atoms, in Å:
I: 0.02296 -2.86933 -2.98831
I: -0.42661 2.23526 -4.03254
Eu: -0.07502 0.00024 -2.06332
P: -2.62851 0.05663 -0.70055
C: -3.68117 1.53309 -0.44344
C: -3.24500 -0.38924 -2.38214
H: -4.33124 -0.53299 -2.31966
H: -4.59302 -1.06706 0.24159
H: -2.75039 -1.30170 -2.75164
H: -3.14023 -2.14307 0.20558
H: -3.39323 2.29294 -1.18230
H: -3.00218 0.44186 -3.06383
C: -3.50048 -1.11913 0.39252
H: -4.74521 1.26604 -0.55705
H: -3.25469 -0.83636 1.43028
H: -3.48987 1.90616 0.57310
P: 2.49625 0.19682 -0.66982
C: 3.51435 1.68921 -0.32097
C: 3.36778 -0.98301 0.40101
H: 2.74363 -1.04970 -2.77837
H: 4.26809 -0.25667 -2.23354
H: 2.96504 0.71394 -2.99813
C: 3.18413 -0.14182 -2.34198
H: 3.04407 -2.00605 0.17022
H: 4.45964 -0.90460 0.30030
H: 4.58742 1.46310 -0.43665
H: 3.31509 2.02020 0.70634
H: 3.08486 -0.76086 1.43733
H: 3.22872 2.48194 -1.02629
C: -0.18522 2.00843 -0.39757
O: -0.37051 3.00416 0.15740
F: 0.09504 -1.19025 5.13083
C: 0.13726 -0.87532 3.78347
C: 0.51941 0.40603 3.41213
C: 0.71215 0.68898 2.03027
C: 0.34085 -0.27004 1.11357
C: -0.12513 -1.52447 1.46839
C: -0.15943 -1.86131 2.85290
H: 0.71313 1.14560 4.18116
H: 1.15442 1.65800 1.75491
H: -0.43134 -2.27340 0.72428
H: -0.42581 -2.85223 3.22051